Computed, not measured: 2 unconnected molecules or ions with the total composition C6H11N3OS2, with ωB97M-V/def2-TZVPD.

XYZ file:
```
23
Properties=species:S:1:pos:R:3:forces:R:3
C -2.823 -1.264 -4.393 0.0 0.1 -0.1
N -3.763 -1.851 -3.466 0.0 0.0 0.1
C -3.908 -1.546 -2.158 0.0 0.0 0.0
C -3.261 -0.652 -1.350 0.0 0.0 0.0
C -2.203 0.253 -1.671 0.1 0.0 0.0
S -1.498 1.287 -0.612 -0.1 -0.2 -0.2
H -2.988 -0.184 -4.497 0.0 -0.2 0.0
H -2.962 -1.729 -5.372 0.0 0.1 0.2
H -1.789 -1.433 -4.075 -0.1 0.0 0.0
H -4.376 -2.559 -3.828 0.0 0.1 0.0
H -4.691 -2.139 -1.689 0.1 0.1 -0.1
H -3.599 -0.629 -0.319 0.0 0.0 -0.1
H -1.836 0.257 -2.697 0.0 0.0 0.2
O 5.645 2.390 5.189 0.0 -0.4 -0.1
C 5.660 1.252 4.778 -0.1 0.1 0.0
N 4.714 0.718 3.936 0.2 0.0 0.1
C 3.629 1.446 3.465 -0.3 -0.1 -0.2
N 2.796 0.884 2.689 0.1 0.4 0.2
S 1.489 1.854 2.156 0.1 -0.2 0.0
H 6.443 0.521 5.043 -0.1 0.1 0.0
H 4.790 -0.241 3.630 0.0 0.0 0.0
H 3.603 2.475 3.828 0.0 -0.1 -0.1
H 0.928 0.891 1.414 0.0 0.1 0.0
```
Forces are in eV/Å.

The value obtained for the relative energy (zero: lowest compared OMol25 entry of this formula, charge and spin) is 0.0 kJ/mol. As for the multiplicity: 1. For the electronic energy, the calculation gives -34587.067 eV. As for the frontier orbital gap: 8.01 eV. The lowest unoccupied orbital energy comes out at -0.0038 Eh. Its structure (SMILES) is CN/C=C\C=S.O=CN/C=N/S.